{
  "formula": "C5H12N2",
  "method": "ωB97M-V/def2-TZVPD",
  "total_energy_ev": -8349.7242,
  "e_lumo_ev": [-4.2, -8.2],
  "multiplicity": 2,
  "total_charge": 1,
  "max_force_ev_per_a": 3.53,
  "orbital_gap_ev": [9.219, 5.153],
  "species": ["C", "C", "N", "H", "H", "H", "H", "H", "C", "C", "C", "N", "H", "H", "H", "H", "H", "H", "H"],
  "positions_angstrom": [[-1.642, -1.650, 2.341], [-0.392, -1.286, 1.908], [0.731, -1.114, 2.709], [-1.839, -1.707, 3.416], [-2.452, -1.858, 1.603], [-0.116, -1.072, 0.872], [0.603, -1.362, 3.714], [1.186, -0.187, 2.664], [1.767, 0.834, -2.430], [0.254, 0.980, -2.306], [-1.105, 0.855, -0.404], [-0.218, 0.257, -1.135], [2.145, 1.483, -3.235], [2.283, 1.174, -1.537], [2.114, -0.177, -2.632], [-0.193, 0.544, -3.182], [-0.046, 2.064, -2.251], [-1.449, 1.905, -0.520], [-1.632, 0.317, 0.405]],
  "forces_ev_per_angstrom": [[-0.9, -0.8, 0.0], [3.5, 0.6, 0.1], [-3.1, 0.6, 1.2], [-0.1, -0.1, -0.4], [0.8, 0.3, 0.8], [-0.6, 0.1, -0.1], [0.2, 0.0, -0.9], [0.5, -0.9, -0.8], [0.4, 0.7, -0.3], [0.9, 0.9, 0.5], [1.0, -0.5, -1.0], [-2.4, 0.9, 1.6], [-0.2, -0.3, 0.1], [-0.1, 0.1, 0.3], [-0.3, -0.1, 0.0], [-0.4, -0.2, -0.3], [0.3, -0.9, -0.1], [0.3, -0.6, -0.3], [0.5, 0.2, -0.3]],
  "lowdin_spin": [0.4530, 0.1593, 0.3148, 0.0171, 0.0155, 0.0023, 0.0036, 0.0121, 0.0001, 0.0018, 0.0049, 0.0105, 0.0001, 0.0000, 0.0000, 0.0000, 0.0003, 0.0018, 0.0029]
}

{
  "formula": "C5H8N3O3ReS5Sb",
  "method": "ωB97M-V/def2-TZVPD",
  "total_energy_ev": -78740.4628,
  "e_lumo_ev": -12.3,
  "total_charge": 3,
  "max_force_ev_per_a": 0.64,
  "orbital_gap_ev": 5.157,
  "species": ["Re", "S", "Sb", "S", "S", "S", "N", "C", "C", "N", "C", "C", "N", "H", "H", "H", "H", "H", "C", "S", "O", "O", "O", "H", "H", "H"],
  "positions_angstrom": [[-0.498, 0.886, 0.864], [-7.795, -1.879, 0.103], [-7.375, -1.510, 2.159], [-0.980, 2.832, 0.555], [-2.281, -0.088, 1.218], [-6.946, -1.140, 4.214], [2.254, 1.041, -3.727], [1.337, 0.414, -2.999], [0.897, 0.910, -1.750], [-0.040, 0.242, -1.059], [-0.557, -0.906, -1.557], [-0.089, -1.361, -2.784], [0.824, -0.729, -3.485], [2.692, 1.901, -3.442], [2.522, 0.640, -4.615], [1.306, 1.814, -1.325], [-1.290, -1.446, -0.985], [-0.485, -2.282, -3.197], [2.798, 0.077, 3.363], [1.520, 0.014, 2.193], [0.234, 0.710, 2.746], [1.696, 0.940, 1.012], [1.153, -1.295, 1.746], [3.099, 1.115, 3.501], [3.608, -0.541, 2.969], [2.398, -0.359, 4.282]],
  "forces_ev_per_angstrom": [[0.5, 0.4, 0.0], [0.0, 0.0, 0.0], [-0.3, -0.1, 0.1], [-0.1, 0.3, 0.0], [0.1, 0.0, -0.2], [0.0, 0.0, 0.0], [0.0, 0.0, 0.0], [0.0, 0.0, 0.0], [-0.1, 0.0, 0.0], [0.0, 0.0, -0.1], [0.1, 0.0, 0.0], [0.0, 0.0, 0.0], [0.0, 0.0, 0.0], [0.0, 0.0, 0.0], [0.0, 0.0, 0.0], [0.0, 0.0, 0.0], [0.0, 0.0, 0.0], [0.0, 0.0, 0.0], [0.0, 0.1, 0.0], [-0.1, -0.2, 0.1], [-0.1, -0.1, -0.1], [-0.2, -0.3, -0.1], [0.2, -0.1, 0.3], [0.0, 0.0, 0.0], [0.0, 0.0, 0.0], [0.0, 0.0, 0.0]],
  "lowdin_charge": [0.8694, 0.1907, 0.6215, 0.5657, 0.4692, 0.1885, 0.2103, -0.3134, -0.0376, -0.1711, -0.0938, -0.0461, 0.1912, 0.1353, 0.1458, 0.1151, 0.0827, 0.1428, -0.0575, 0.5573, -0.4630, -0.4022, -0.2430, 0.1099, 0.1163, 0.1160]
}

{
  "formula": "C13H16ClIN2Pt",
  "method": "ωB97M-V/def2-TZVPD",
  "total_energy_ev": -40586.3822,
  "e_lumo_ev": [-0.6, -0.7],
  "multiplicity": 3,
  "max_force_ev_per_a": 4.03,
  "orbital_gap_ev": [6.662, 6.353],
  "species": ["C", "C", "H", "H", "H", "H", "H", "H", "C", "C", "C", "C", "H", "H", "H", "H", "N", "C", "C", "N", "C", "C", "C", "H", "H", "C", "H", "H", "Pt", "I", "Cl", "C", "H", "H"],
  "positions_angstrom": [[0.249, 0.775, 2.344], [0.347, -0.665, 2.392], [1.158, 1.292, 1.985], [-0.012, 1.224, 3.318], [-0.570, 1.036, 1.674], [0.535, -0.940, 1.313], [1.278, -0.997, 2.890], [-0.603, -1.147, 2.658], [0.573, 2.492, -1.773], [0.256, 3.414, -2.774], [-0.059, 2.965, -4.067], [-0.189, 1.590, -4.302], [0.835, 2.763, -0.751], [0.286, 4.480, -2.563], [-0.243, 3.673, -4.872], [-0.460, 1.155, -5.264], [0.574, 1.164, -2.078], [0.005, 0.702, -3.239], [-0.179, -0.740, -3.231], [0.201, -1.287, -2.025], [-0.085, -2.588, -1.725], [-0.723, -2.936, -4.039], [-0.557, -3.442, -2.733], [0.116, -2.892, -0.702], [-0.760, -4.491, -2.510], [-0.537, -1.569, -4.299], [-0.674, -1.094, -5.283], [-1.038, -3.600, -4.840], [2.064, -0.291, -2.197], [3.947, -0.481, -0.831], [-4.296, 0.194, 2.041], [-3.384, 0.258, 0.673], [-3.895, -0.039, -0.237], [-2.392, 0.682, 0.779]],
  "forces_ev_per_angstrom": [[-0.5, 3.0, 0.6], [1.3, -2.3, -2.1], [-0.3, -0.4, 0.1], [0.2, -0.1, -0.2], [0.0, 0.4, -0.1], [-0.2, -0.3, 0.9], [-0.9, -0.2, 0.3], [0.6, -0.1, 0.4], [0.0, -0.8, -1.6], [0.0, -0.1, 0.3], [0.0, -0.9, 0.2], [-0.4, 0.2, 0.0], [0.2, -0.1, -0.4], [-0.1, -0.2, 0.0], [0.1, -0.1, 0.2], [0.0, 0.5, 0.1], [-1.9, 1.6, 0.2], [1.3, 1.8, 0.4], [1.0, -1.8, 0.8], [-2.1, -1.3, 0.0], [0.3, 0.7, -1.9], [0.0, 0.8, 0.2], [0.2, 0.4, 0.4], [0.1, -0.1, -0.2], [0.0, 0.4, -0.1], [-0.4, -0.2, -0.1], [0.0, -0.6, 0.4], [0.1, 0.1, 0.1], [-1.9, 0.0, -0.8], [3.5, -0.4, 1.9], [-0.8, -0.1, 1.3], [0.5, 0.1, -1.1], [0.5, 0.2, 0.1], [-0.3, -0.2, -0.4]],
  "lowdin_spin": [-0.0006, 0.0007, 0.0001, 0.0000, -0.0008, -0.0001, 0.0000, 0.0004, 0.0175, -0.0020, 0.0098, -0.0052, 0.0008, 0.0003, 0.0007, -0.0004, 0.0611, 0.0109, 0.0097, 0.0421, 0.0146, 0.0108, 0.0007, 0.0006, 0.0002, -0.0029, -0.0004, 0.0006, 0.6894, 0.1418, 0.2241, 0.7017, 0.0361, 0.0377]
}

{
  "formula": "C13H39O8",
  "method": "ωB97M-V/def2-TZVPD",
  "total_energy_ev": -30479.5433,
  "e_lumo_ev": -2.2,
  "total_charge": 1,
  "max_force_ev_per_a": 9.05,
  "orbital_gap_ev": 9.727,
  "species": ["O", "H", "H", "H", "C", "C", "O", "O", "H", "H", "H", "H", "H", "H", "C", "C", "O", "O", "H", "H", "H", "H", "H", "H", "C", "C", "C", "O", "H", "H", "H", "H", "H", "H", "H", "H", "C", "C", "C", "O", "H", "H", "H", "H", "H", "H", "H", "H", "C", "C", "C", "O", "H", "H", "H", "H", "H", "H", "H", "H"],
  "positions_angstrom": [[-26.551, 32.362, 29.391], [-25.871, 33.018, 29.739], [-27.135, 32.940, 28.682], [-25.979, 31.582, 28.879], [-24.279, 34.528, 31.323], [-23.505, 33.585, 30.350], [-24.013, 32.425, 30.454], [-25.636, 34.471, 30.892], [-23.918, 35.651, 31.433], [-24.251, 34.166, 32.292], [-22.400, 33.622, 30.470], [-23.654, 33.909, 29.377], [-23.984, 32.021, 31.404], [-26.124, 34.730, 31.671], [-24.981, 31.983, 25.793], [-24.507, 32.783, 24.531], [-24.271, 31.969, 23.355], [-24.575, 32.677, 26.979], [-24.604, 31.012, 25.740], [-25.901, 31.773, 25.668], [-23.537, 33.361, 24.717], [-25.299, 33.653, 24.515], [-23.794, 32.311, 22.633], [-23.639, 32.864, 26.889], [-29.604, 32.204, 31.041], [-29.058, 30.867, 31.424], [-29.596, 29.673, 30.813], [-27.722, 30.990, 31.645], [-29.576, 32.335, 29.875], [-29.122, 32.978, 31.560], [-30.687, 32.513, 30.928], [-29.461, 30.698, 32.489], [-30.780, 29.736, 30.873], [-29.398, 28.744, 31.060], [-29.268, 30.009, 29.737], [-27.462, 30.225, 32.059], [-24.171, 29.076, 28.936], [-25.480, 28.763, 28.271], [-26.585, 28.075, 29.198], [-25.971, 29.999, 27.819], [-23.683, 29.554, 28.065], [-23.689, 28.184, 29.217], [-24.286, 29.773, 29.707], [-25.210, 27.951, 27.518], [-26.270, 27.137, 29.465], [-27.542, 27.813, 28.683], [-26.800, 28.533, 30.050], [-26.979, 30.099, 27.655], [-26.804, 35.948, 27.675], [-28.086, 35.322, 27.341], [-28.116, 34.513, 26.117], [-28.516, 34.427, 28.387], [-26.846, 36.483, 28.571], [-26.613, 36.663, 26.822], [-25.987, 34.970, 27.896], [-29.117, 35.885, 27.197], [-28.125, 35.230, 25.308], [-29.131, 34.125, 26.036], [-27.316, 33.748, 25.973], [-28.713, 34.966, 29.077]],
  "forces_ev_per_angstrom": [[0.4, 0.1, -3.5], [-0.5, -0.4, 0.4], [1.2, -1.3, 2.0], [-1.6, 1.7, 0.9], [1.4, 2.8, -2.0], [3.0, 6.1, 2.2], [-2.7, -8.2, 2.7], [0.2, 0.2, -0.2], [-0.5, -2.2, -0.7], [0.4, -1.1, 2.1], [-0.4, 0.2, 0.4], [-0.5, 1.0, -2.1], [0.1, 1.2, -2.6], [-0.8, 0.0, 0.0], [7.4, 2.1, -1.3], [0.7, 2.3, -0.1], [-2.4, -1.0, 2.9], [-1.2, -0.2, -0.2], [1.5, -1.7, 0.2], [-7.2, -0.3, 0.2], [-1.1, -0.9, 0.3], [1.2, -1.5, -1.1], [0.9, 1.4, -0.8], [0.1, -0.1, -0.1], [-2.1, 0.4, -4.7], [-3.6, 0.5, 6.6], [-3.6, 5.2, -5.9], [1.8, 2.4, -2.3], [1.4, 0.0, 1.5], [0.9, 1.0, 0.4], [0.6, -1.4, 1.6], [0.1, 0.7, -0.5], [2.4, 0.1, -0.3], [1.9, -4.3, 1.5], [-1.0, -2.0, 0.7], [1.2, -2.6, 1.6], [-0.6, 0.5, -2.5], [-2.0, -2.9, 1.8], [0.5, -0.4, -5.0], [-2.4, 2.1, -1.1], [0.7, -0.1, 0.8], [0.8, -0.9, 0.5], [0.0, 1.0, 1.3], [-0.8, 1.5, 0.0], [1.3, -2.5, 0.7], [0.6, 0.8, -0.1], [-0.8, 2.6, 3.5], [2.5, -1.3, 0.4], [2.1, -1.8, -1.3], [-3.8, -0.7, 0.3], [-0.1, -0.4, -1.6], [1.6, -3.1, -2.3], [0.0, 1.0, 1.5], [0.8, -0.9, 0.9], [-2.0, 3.1, -1.2], [2.6, 0.5, 0.4], [0.6, 0.0, -0.6], [0.2, -0.7, 0.1], [-0.6, 0.5, 0.2], [-1.0, 2.1, 3.6]],
  "lowdin_charge": [0.1080, 0.0881, 0.1928, 0.1853, -0.1716, -0.3418, -0.0494, -0.0811, 0.1653, 0.0874, 0.1448, 0.0932, 0.1964, 0.1048, -0.2351, -0.1933, -0.0453, -0.0716, 0.0968, 0.0385, 0.1296, 0.1339, 0.0613, 0.0898, -0.0558, -0.6257, -0.0481, 0.0033, 0.0981, 0.0575, 0.1077, 0.1543, 0.1494, 0.0212, 0.1177, 0.0594, -0.0308, -0.4415, -0.0171, -0.1024, 0.1020, 0.0799, 0.0511, 0.1587, 0.0479, 0.1034, 0.0046, 0.1635, -0.0344, -0.5377, -0.0695, -0.0592, 0.0467, 0.1137, 0.1609, 0.1885, 0.0902, 0.0936, 0.0824, 0.0400]
}

{
  "formula": "C5H12N2O2",
  "method": "ωB97M-V/def2-TZVPD",
  "total_energy_ev": -12452.0704,
  "e_lumo_ev": 0.8,
  "max_force_ev_per_a": 1.97,
  "orbital_gap_ev": 8.857,
  "species": ["C", "C", "C", "C", "N", "C", "N", "O", "O", "H", "H", "H", "H", "H", "H", "H", "H", "H", "H", "H", "H"],
  "positions_angstrom": [[-0.856, 0.099, 1.499], [-1.038, 0.762, -0.549], [2.217, -0.720, -0.607], [-2.273, 0.040, -1.016], [1.428, -0.160, 0.485], [0.091, -0.495, 0.561], [1.705, 1.173, 0.850], [-1.786, -0.637, 1.898], [-0.206, -1.763, 0.268], [-1.010, -1.913, 0.845], [-0.616, 1.068, 1.936], [2.582, 1.196, 1.358], [1.783, 1.764, 0.024], [-0.271, 0.838, -1.319], [-1.227, 1.772, -0.192], [3.270, -0.701, -0.323], [2.087, -0.144, -1.534], [1.909, -1.749, -0.781], [-2.810, 0.624, -1.768], [-2.025, -0.926, -1.459], [-2.953, -0.128, -0.177]],
  "forces_ev_per_angstrom": [[0.4, -1.2, 1.0], [0.6, -0.8, -0.2], [-0.2, 0.2, 0.1], [0.0, 0.1, 0.0], [0.5, -0.1, -0.1], [-1.3, 1.4, 0.2], [-0.1, -0.1, -0.1], [0.4, 0.8, -0.6], [-0.3, -0.1, 0.0], [0.2, 0.0, -0.3], [-0.2, 0.1, -0.2], [-0.1, 0.0, -0.1], [0.0, -0.1, 0.0], [0.0, -0.1, -0.1], [0.0, -0.1, 0.3], [-0.1, 0.0, 0.0], [0.0, 0.0, 0.0], [0.0, 0.1, 0.0], [0.0, 0.0, 0.0], [0.0, 0.0, 0.0], [0.0, -0.1, 0.0]],
  "lowdin_charge": [-0.2761, -0.1087, -0.0412, -0.1306, -0.2080, -0.4270, 0.0748, -0.0360, 0.0709, 0.1259, 0.1287, 0.0935, 0.0901, 0.0802, 0.0870, 0.0855, 0.0840, 0.0869, 0.0738, 0.0743, 0.0720]
}

{
  "formula": "C3H5N2OS",
  "method": "ωB97M-V/def2-TZVPD",
  "total_energy_ev": -19044.5227,
  "e_lumo_ev": -5.9,
  "total_charge": 1,
  "max_force_ev_per_a": 5.72,
  "orbital_gap_ev": 7.676,
  "species": ["C", "C", "C", "N", "N", "O", "S", "H", "H", "H", "H", "H"],
  "positions_angstrom": [[1.309, -0.571, 2.842], [-0.370, 1.402, 0.338], [-0.653, -0.309, -1.733], [0.180, 0.268, 0.363], [0.122, -0.675, -0.566], [1.558, -1.208, 3.736], [-0.918, 2.830, 0.547], [0.965, -1.297, -0.846], [-0.351, -0.623, -2.719], [-0.572, 0.763, -1.666], [-1.710, -0.503, -1.624], [0.439, -0.076, 1.328]],
  "forces_ev_per_angstrom": [[0.2, -1.0, 1.4], [-0.3, 2.1, 0.4], [-0.7, 1.4, 0.6], [0.5, 0.2, 1.8], [1.0, -4.6, -3.2], [-0.1, 0.8, -0.9], [0.3, -1.3, -0.2], [-1.4, 2.1, 1.6], [0.7, -0.4, 0.1], [-0.2, 0.9, -1.2], [-0.3, -0.5, 0.2], [0.3, 0.4, -0.5]],
  "lowdin_charge": [0.0977, -0.6121, -0.0489, -0.0500, -0.0805, 0.1539, 1.0186, 0.2087, 0.1056, 0.0528, 0.0996, 0.0546]
}

{
  "formula": "H10O5",
  "method": "ωB97M-V/def2-TZVPD",
  "total_energy_ev": -10399.8329,
  "e_lumo_ev": 0.2,
  "smiles": "O.O.O.O.O",
  "max_force_ev_per_a": 1.14,
  "orbital_gap_ev": 11.196,
  "species": ["O", "H", "H", "O", "H", "H", "O", "H", "H", "O", "H", "H", "O", "H", "H"],
  "positions_angstrom": [[1.288, 1.118, -1.114], [1.583, 0.773, -1.966], [2.020, 0.931, -0.508], [0.713, 3.424, 0.060], [0.733, 2.562, -0.419], [1.490, 3.414, 0.626], [2.031, -2.386, 0.696], [1.285, -1.837, 0.405], [2.074, -3.099, 0.053], [-0.347, -0.966, 0.084], [-1.300, -0.819, 0.087], [0.025, -0.182, -0.350], [-3.720, -1.334, 0.699], [-3.996, -0.996, 1.558], [-3.878, -0.605, 0.090]],
  "forces_ev_per_angstrom": [[0.4, -0.8, -0.1], [-0.1, 0.1, 0.0], [0.0, 0.0, -0.1], [-0.2, -0.5, -0.2], [0.0, 1.1, 0.4], [0.0, 0.1, 0.0], [0.1, 0.2, -0.2], [-0.1, -0.4, 0.3], [0.0, 0.0, 0.0], [0.0, 0.4, -0.3], [0.0, -0.3, 0.2], [-0.1, -0.1, 0.0], [0.1, 0.2, -0.1], [0.0, 0.0, 0.0], [-0.1, -0.1, 0.0]],
  "lowdin_charge": [-0.0416, 0.0899, 0.0879, -0.0863, -0.0170, 0.0236, -0.0754, -0.0218, 0.0293, -0.0553, 0.0295, 0.0084, -0.0512, 0.0426, 0.0373]
}

{
  "formula": "C3H5NO2",
  "method": "ωB97M-V/def2-TZVPD",
  "total_energy_ev": -8775.3959,
  "e_lumo_ev": 0.9,
  "smiles": "O=C1NC[C@@H]1O",
  "max_force_ev_per_a": 2.94,
  "orbital_gap_ev": 10.799,
  "species": ["O", "C", "C", "N", "C", "O", "H", "H", "H", "H", "H"],
  "positions_angstrom": [[-1.206, -0.961, 1.180], [-0.108, -0.152, 0.794], [1.040, -0.524, -0.361], [0.613, 0.696, -1.044], [-0.461, 0.895, -0.224], [-1.481, 1.530, -0.371], [-2.034, -0.607, 0.800], [0.465, 0.044, 1.678], [2.071, -0.455, 0.002], [0.518, -1.430, -0.430], [0.583, 0.964, -2.023]],
  "forces_ev_per_angstrom": [[0.6, 0.0, -0.8], [0.7, 0.4, 0.2], [-0.9, 1.1, 2.1], [-0.6, -0.3, 0.1], [-1.1, 1.2, 0.0], [0.3, -0.2, 0.0], [0.7, 0.0, 0.0], [0.0, 0.9, 0.5], [-0.4, -0.7, -0.2], [0.4, -2.0, -2.1], [0.3, -0.3, 0.2]],
  "lowdin_charge": [-0.0033, -0.2261, -0.0635, 0.0941, -0.4848, 0.0853, 0.1076, 0.1368, 0.1131, 0.0928, 0.1481]
}